1.
Below is a molecular structure, C5H7N at a distorted geometry, with properties calculated with wB97M-V/def2-TZVPD.

The calculation puts the total energy at -6783.1492 eV. The energy above the lowest of the compared OMol25 structures with the same formula, charge and spin is 123.7 kcal/mol. The molar mass is 81.12 g/mol.

ORCA input file:
```
! wB97M-V def2-TZVPD RIJCOSX def2/J DEFGRID3
* xyz 0 1
C 1.39395 0.20280 0.01590
C -0.49473 -1.25267 -0.76631
C 0.13149 -1.26658 0.59764
C -0.04414 0.09377 -0.04993
C -1.05101 1.21993 0.22451
N 2.58625 0.27999 0.14569
H 0.16612 -1.69130 -1.57767
H -1.63149 -1.53705 -0.75867
H -0.43448 -1.59298 1.47444
H -2.03098 0.67776 0.23134
H -1.13115 2.05086 -0.64313
H -0.70389 1.70179 1.16798
H 3.24406 1.11367 -0.06179
*
```



2.
Below is a molecular structure, C6H21O12Zn2 at a distorted geometry, with properties calculated with wB97M-V/def2-TZVPD.

The calculation puts the total energy at -127957.7270 eV. The energy above the lowest of the compared OMol25 structures with the same formula, charge and spin is 0.0 kcal/mol. The molar mass is 416.00 g/mol.

ORCA input file:
```
! wB97M-V def2-TZVPD RIJCOSX def2/J DEFGRID3
* xyz 1 1
Zn 3.02391 1.62077 0.04014
Zn 1.39037 -2.06076 2.41440
C -4.58976 -0.31997 -2.43252
C -5.00018 1.14219 -2.44124
O -6.13246 1.60754 -2.38094
O -4.17624 2.00158 -2.65610
H -5.35402 -1.09599 -2.47488
H -4.00729 -0.51340 -1.53173
H -3.97555 -0.59193 -3.29093
C 5.46766 -2.10287 0.62102
C 4.11720 -1.35829 0.76234
O 3.97824 -0.23030 0.21770
O 3.26009 -1.82197 1.45935
H 5.35612 -2.79407 -0.21438
H 5.80888 -2.60570 1.52592
H 6.21564 -1.37089 0.31634
C -1.00256 0.79035 0.15834
C 0.29056 0.12474 0.66463
O 0.41594 -1.08543 0.79480
O 1.29416 0.88615 0.82695
H -1.70018 0.09060 -0.30185
H -0.75392 1.54548 -0.58735
H -1.51746 1.44846 0.85824
O -2.66776 4.10231 1.24428
H -3.30313 4.81536 1.30825
H -3.19629 3.30539 1.28678
O 1.35070 -3.29654 -1.61049
H 1.73826 -2.47719 -1.30275
H 1.35000 -3.21825 -2.56449
O 0.81715 -3.69847 1.31427
H 0.90476 -4.62528 1.53691
H 0.42926 -3.69750 0.43918
O -1.49052 1.76600 -3.68235
H -0.83382 1.43601 -3.06909
H -2.31767 1.70379 -3.20466
O 3.58645 2.34635 1.83028
H 4.27420 2.20072 2.47992
H 2.86096 2.72212 2.32897
O -2.25778 0.87605 3.24188
H -1.71892 0.73485 2.46347
H -1.93502 1.69798 3.61132
*
```



3.
Below is a molecular structure, C20H40O34RbS7 at a distorted geometry, with properties calculated with wB97M-V/def2-TZVPD.

The calculation puts the total energy at -167495.9292 eV. The molar mass is 1134.44 g/mol.

ORCA input file:
```
! wB97M-V def2-TZVPD RIJCOSX def2/J DEFGRID3
* xyz 0 2
Rb 0.07271 -3.05393 -2.08613
S -0.37194 -0.00833 -0.71288
O 0.39746 -1.09779 -0.16630
O -0.69388 -0.31574 -2.08939
O -1.66181 0.12187 -0.02935
O 0.41419 1.25650 -0.70471
C 2.54346 -3.78409 2.52884
C 3.34984 -2.63721 1.93570
O 3.77301 -1.77629 2.96617
C 4.80455 -2.01575 3.71598
O 5.48576 -2.98612 3.61104
O 4.80743 -1.07801 4.66735
C 5.74560 -1.11260 5.72046
H 3.04902 -4.24935 3.37503
H 2.38391 -4.53710 1.75707
H 1.54780 -3.38037 2.71255
H 2.61084 -2.08557 1.35460
H 4.06642 -3.10882 1.26324
H 5.43096 -0.39861 6.48159
H 6.71422 -0.82084 5.31457
H 5.80556 -2.09681 6.18505
C -2.81975 -7.48949 -0.89259
C -1.69228 -7.44488 0.15007
O -1.90616 -6.42486 1.08177
C -1.83460 -5.12616 0.75944
O -1.27779 -4.79921 -0.32886
O -2.36296 -4.34651 1.73812
C -2.30297 -2.90283 1.56250
H -3.76249 -7.72768 -0.40000
H -2.63687 -8.17183 -1.72268
H -3.03445 -6.51703 -1.33569
H -0.69175 -7.32594 -0.26574
H -1.65982 -8.42582 0.62420
H -3.20298 -2.54642 1.06144
H -1.40619 -2.54744 1.05497
H -2.28318 -2.53001 2.58656
C -0.75195 1.80964 -4.84876
C -0.71738 2.97511 -3.97398
O -1.84064 3.72575 -4.33617
S -2.50654 3.33775 -5.76310
O -1.79196 3.96714 -6.83423
O -3.97518 3.35176 -5.87942
O -1.95258 1.75937 -5.54620
H -0.64205 0.95817 -4.17720
H 0.02878 1.92888 -5.60000
H 0.12120 3.64573 -4.16152
H -0.67065 2.69423 -2.92183
C -2.12978 4.81765 0.00575
C -0.73863 4.19223 0.18507
O -0.08530 5.08857 1.06924
S -0.31918 6.61713 0.48958
O 0.67269 6.81676 -0.55559
O -0.47966 7.66230 1.54451
O -1.78724 6.18747 -0.14727
H -2.53743 4.71423 1.01135
H -2.58947 4.40524 -0.89241
H -0.21879 3.91251 -0.73125
H -0.86726 3.25746 0.73076
C -4.49245 0.40178 -1.26756
C -3.49362 0.94347 -2.24910
O -4.22687 1.84681 -3.07620
S -5.72480 1.21115 -3.36476
O -5.75806 0.21035 -4.46611
O -6.72937 2.27993 -3.40424
O -5.76653 0.36316 -1.91253
H -4.63620 1.05100 -0.40387
H -4.10362 -0.55112 -0.90856
H -2.96982 0.17478 -2.81728
H -2.74105 1.52740 -1.71921
C -1.35675 1.09520 2.70541
C -2.72759 1.72211 2.54375
O -3.48164 1.31535 3.66595
S -2.58167 0.52076 4.76118
O -2.81579 -0.92798 4.63332
O -2.63595 1.03681 6.12143
O -1.17812 1.05572 4.09630
H -0.45346 1.57287 2.32592
H -1.35400 0.04650 2.40826
H -3.34678 1.40736 1.70372
H -2.71304 2.80341 2.68042
C 3.61920 -0.23032 -2.15741
C 2.61712 0.55344 -3.03010
O 2.85807 0.25255 -4.38763
S 3.64407 -1.17248 -4.55446
O 4.63981 -1.11891 -5.59561
O 2.66885 -2.25316 -4.59982
O 4.31019 -1.06448 -3.07479
H 3.05912 -0.84484 -1.45260
H 4.31599 0.29597 -1.50504
H 2.49822 1.59937 -2.74724
H 1.59398 0.18891 -2.93847
C 2.53118 1.71598 2.69905
C 2.67357 1.14733 1.33298
O 4.08076 0.83015 1.29051
S 4.99781 2.06313 1.91446
O 5.21052 3.11514 0.88384
O 6.10994 1.51567 2.66286
O 3.71287 2.44645 2.85491
H 2.37680 0.95289 3.46191
H 1.72724 2.44549 2.79702
H 2.34182 1.88659 0.60392
H 2.07820 0.23436 1.34419
*
```



4.
Below is 2 unconnected molecules or ions with the total composition C5H13NO at a distorted geometry, with properties calculated with wB97M-V/def2-TZVPD.

The calculation puts the total energy at -8931.9974 eV. The energy above the lowest of the compared OMol25 structures with the same formula, charge and spin is 46.4 kcal/mol. As for the SMILES: CN1CCCC1.O. The molar mass is 103.16 g/mol.

ORCA input file:
```
! wB97M-V def2-TZVPD RIJCOSX def2/J DEFGRID3
* xyz 0 1
C -0.92696 1.40119 1.36257
N -0.40176 0.59586 0.32425
C 0.73372 0.84991 -0.54310
C 0.63848 -0.10293 -1.72885
C -0.39631 -1.15486 -1.22089
C -1.34350 -0.29943 -0.37004
H -1.46373 0.86033 2.16950
H -1.84804 1.93513 1.04645
H -0.25125 2.20875 1.70665
H 1.55801 0.50842 0.07004
H 0.70675 1.95950 -0.63990
H 1.63967 -0.48502 -1.92283
H 0.21605 0.33558 -2.64769
H -0.98689 -1.64789 -1.98678
H 0.13391 -1.74764 -0.47696
H -1.96482 0.36315 -1.01067
H -1.86215 -0.81291 0.45045
O 2.06978 -1.35974 1.48565
H 1.75423 -2.26820 1.51456
H 1.99481 -1.13920 2.41762
*
```



5.
Below is a molecular structure, C44H52CaN7O2PS3 at a distorted geometry, with properties calculated with wB97M-V/def2-TZVPD.

The calculation puts the total energy at -121232.7808 eV. The energy above the lowest of the compared OMol25 structures with the same formula, charge and spin is 0.0 kcal/mol. The molar mass is 878.20 g/mol.

ORCA input file:
```
! wB97M-V def2-TZVPD RIJCOSX def2/J DEFGRID3
* xyz 0 1
Ca -0.00239 0.41255 -0.02747
C -4.53427 -2.52378 1.79449
C -3.06161 -2.33934 1.83273
C -2.50828 -2.93544 0.52702
P -2.27689 -0.63042 1.99617
C -2.25882 -0.17518 3.86883
C -2.01907 1.33533 4.01964
C -3.29769 -0.58643 4.83561
C -3.60959 0.35365 1.22709
C -4.85857 0.42708 1.84894
C -5.95422 1.08160 1.23606
C -7.27058 1.27800 1.88461
C -5.72090 1.56854 -0.05620
C -4.54293 1.41312 -0.75937
C -3.41674 0.77357 -0.16029
N -2.20185 0.56478 -0.71522
C -1.88593 1.17958 -1.90694
C -1.44549 0.38467 -2.96984
C -1.51670 -1.09782 -2.84102
C -0.88021 0.96480 -4.13546
C -0.75517 2.33231 -4.24396
C -0.22347 2.99399 -5.49062
C -1.31778 3.14864 -3.24843
C -1.88869 2.66624 -2.10232
C -2.41737 3.61467 -1.07644
H -4.74223 -3.55605 1.57288
H -5.07904 -1.97817 1.04397
H -4.91802 -2.32117 2.74173
H -2.64620 -2.83539 2.77528
H -2.62712 -2.33916 -0.32967
H -3.01230 -3.94987 0.26300
H -1.45052 -3.13487 0.56089
H -1.28423 -0.63965 4.15076
H -2.86113 1.91405 3.76868
H -1.17171 1.60916 3.34242
H -1.76363 1.57452 5.00241
H -4.27083 -0.14762 4.65125
H -3.07668 -0.28149 5.92436
H -3.46661 -1.66011 4.96482
H -5.03284 -0.08207 2.80987
H -7.89536 1.87069 1.21482
H -7.10690 1.78109 2.86443
H -7.68068 0.27882 2.12517
H -6.49385 2.06740 -0.54220
H -4.54870 1.71712 -1.81389
H -0.85266 -1.38960 -2.03291
H -1.19283 -1.58998 -3.73661
H -2.50582 -1.32097 -2.44358
H -0.62053 0.38321 -5.02102
H -1.00001 3.64605 -5.88238
H 0.00583 2.30243 -6.32396
H 0.58778 3.65053 -5.30340
H -1.34038 4.23051 -3.39701
H -3.50884 3.57739 -0.91199
H -2.22806 4.58558 -1.49810
H -1.85219 3.49542 -0.18681
C 3.88220 2.80484 -1.14528
N 4.18550 1.42145 -0.93538
C 5.54939 1.10338 -0.75348
C 5.52170 -0.46767 -0.98804
N 4.14822 -0.67149 -1.40351
C 3.41627 0.41515 -1.42256
S 1.90737 0.67724 -2.10743
H 4.33635 3.34900 -0.33423
H 2.80992 3.04560 -1.04369
H 4.18867 3.28670 -2.12065
H 5.87100 1.34803 0.28101
H 6.22272 1.57939 -1.47659
H 5.66502 -1.07512 -0.12471
H 6.21719 -0.79274 -1.77996
H 3.92909 -1.43324 -2.02746
O 2.50307 -0.97377 3.69484
S 2.93424 0.02169 2.81407
O 4.01653 -0.31268 1.89963
N 1.67911 0.68130 1.97605
C 1.73495 2.02440 1.92953
S 0.68443 2.90745 0.94023
C 2.70986 2.57560 2.93607
C 3.08180 3.88815 3.18225
C 4.08461 4.12053 4.06034
C 4.67886 3.09579 4.78501
C 4.39216 1.74065 4.49377
C 3.36417 1.50294 3.56584
H 2.44903 4.62854 2.77172
H 4.34036 5.14070 4.27201
H 5.52237 3.18248 5.45154
H 4.95797 0.86882 4.85109
C 1.30706 -3.42872 1.90113
C 0.73392 -2.29023 1.39558
N 0.85943 -1.83789 0.15250
C 1.49210 -2.69491 -0.65610
C 1.98856 -3.93729 -0.34328
C 1.93825 -4.30303 1.01589
C 2.77711 -4.82334 -1.20814
C 2.93551 -4.74338 -2.56345
C 2.49980 -3.67309 -3.51917
C 1.62648 -3.95978 -4.58265
C 1.40204 -2.99769 -5.56098
N 2.02039 -1.83794 -5.49770
C 2.81440 -1.62177 -4.44204
N 3.03926 -2.42566 -3.42296
H 1.23899 -3.59308 2.97256
H 0.24407 -1.68891 2.15799
H 1.56376 -2.27029 -1.64724
H 2.42591 -5.20897 1.29841
H 3.15996 -5.72723 -0.76107
H 3.49169 -5.62066 -3.09894
H 1.12982 -4.95002 -4.76515
H 0.66662 -3.10631 -6.37724
H 3.16223 -0.60541 -4.38085
*
```



6.
Below is a gas-phase ion, C6H12NO (charge +2) at a distorted geometry, with properties calculated with wB97M-V/def2-TZVPD.

The calculation puts the total energy at -9933.4105 eV. The energy above the lowest of the compared OMol25 structures with the same formula, charge and spin is 31.2 kcal/mol. The molar mass is 114.17 g/mol.

ORCA input file:
```
! wB97M-V def2-TZVPD RIJCOSX def2/J DEFGRID3
* xyz 2 2
O 2.16546 -1.93592 -0.29028
C 1.57496 -1.08142 0.28384
C 0.14071 -0.82107 -0.13937
C 0.02737 0.68074 -0.54455
C -0.84267 1.48824 0.41653
C -0.24415 1.90050 1.62450
C -2.22507 1.80818 0.16328
N -0.22942 -1.82390 -1.18341
H 2.03335 -0.50094 1.09035
H -0.55748 -1.01271 0.68037
H -0.46561 0.76811 -1.51938
H 0.97688 1.21051 -0.62819
H -0.84780 2.45380 2.33798
H 0.82542 1.80693 1.76683
H -2.43322 2.85294 -0.12481
H -2.77657 1.62764 1.10044
H -2.65436 1.21512 -0.64716
H 0.62357 -2.20717 -1.63322
H -0.81877 -1.40362 -1.91117
H -0.71062 -2.61666 -0.77829
*
```



7.
Below is C4H4ClNOS in the gas phase at a distorted geometry, with properties calculated with wB97M-V/def2-TZVPD.

The calculation puts the total energy at -31103.6826 eV. The energy above the lowest of the compared OMol25 structures with the same formula, charge and spin is 92.9 kcal/mol. The molar mass is 149.60 g/mol.

ORCA input file:
```
! wB97M-V def2-TZVPD RIJCOSX def2/J DEFGRID3
* xyz 0 1
C -0.77867 0.92993 -0.18351
C 0.12448 1.92984 -0.58329
C 1.41177 -1.38887 0.44806
C 0.00184 -1.52094 0.30780
N -0.80544 -0.42866 0.07182
O 2.05717 -0.36219 0.32854
S -0.27678 3.58129 -0.92794
Cl -2.51290 -0.94342 0.19967
H -1.78319 1.33126 -0.09132
H 1.17322 1.67772 -0.70131
H 1.89544 -2.34738 0.70945
H -0.50694 -2.45859 0.42204
*
```



8.
Below is a molecular structure, C7H10N2 at a distorted geometry, with properties calculated with wB97M-V/def2-TZVPD.

The calculation puts the total energy at -10394.7639 eV. The energy above the lowest of the compared OMol25 structures with the same formula, charge and spin is 157.9 kcal/mol. The molar mass is 122.17 g/mol.

ORCA input file:
```
! wB97M-V def2-TZVPD RIJCOSX def2/J DEFGRID3
* xyz 0 1
C 1.09747 -1.15565 -1.51107
C 0.37166 0.02331 -0.87516
C 0.61187 1.33561 -1.09763
C -0.19301 1.93526 -0.07854
C -0.69460 1.01755 0.72079
C -0.88542 -1.54055 0.90088
C -0.84765 -2.91452 0.96854
H 1.62407 -0.56026 -2.19527
H 1.84084 -1.58226 -0.70235
H 0.41797 -1.68688 -2.09998
H 0.97035 1.87338 -1.91225
H 0.23282 4.02467 -0.33869
H 0.39691 3.39554 1.66324
H -1.17690 1.41423 1.63813
H -1.67822 -1.12391 1.63776
H -0.15172 -4.02794 0.63537
H -1.59161 -3.28502 1.85181
N 0.02153 3.16036 0.49083
N -0.36637 -0.30291 0.30357
*
```